The following is a quantum chemistry calculation of one molecule with the formula C19H29NO5, from the OMol25 dataset.

XYZ file:
```
54
Properties=species:S:1:pos:R:3:forces:R:3
C 4.19611 0.03383 -0.97698 -0.428 0.153 0.021
C 3.14658 1.08221 -0.65505 0.518 0.237 0.182
O 1.85821 0.46343 -0.69506 0.089 -0.310 -0.247
C 0.91056 0.93983 0.10996 -0.287 0.083 0.171
O 1.07298 1.87463 0.85366 0.034 0.111 0.025
C -0.36421 0.10367 0.03834 -0.126 -0.240 0.002
C -0.12766 -1.11196 0.95746 0.098 0.094 0.249
C -0.03700 -0.76777 2.45089 -0.107 0.236 -0.320
O 0.52450 -1.83114 3.18980 0.176 -0.294 0.174
C 1.87404 -2.02807 3.17198 0.088 -0.147 0.076
C 2.31667 -3.18463 3.81679 -0.169 0.096 -0.051
C 3.66227 -3.47821 3.88382 -0.056 0.007 -0.002
C 4.59358 -2.62537 3.31167 0.186 0.055 -0.042
C 4.15958 -1.47791 2.67562 0.117 -0.106 0.047
C 2.80970 -1.17546 2.59623 -0.338 0.136 -0.052
C -0.62822 -0.38149 -1.39198 0.174 0.220 -0.133
C -0.95569 0.79061 -2.31237 -0.033 -0.403 -0.003
N -2.13838 1.47604 -1.82614 0.028 0.138 0.003
C -2.70708 2.42641 -2.77543 -0.459 -0.085 -0.059
C -4.09270 1.92333 -3.21822 0.471 -0.106 -0.505
O -4.86233 1.56581 -2.09233 -0.317 0.005 0.275
C -4.00125 0.71125 -4.15956 0.114 0.335 0.342
O -5.28322 0.27632 -4.53052 -0.435 -0.061 -0.025
C -1.87967 2.04357 -0.51244 -0.101 -0.077 0.311
C -1.56407 0.93947 0.49507 0.278 0.292 -0.095
H 5.18288 0.48691 -0.95145 0.119 0.035 -0.011
H 4.15596 -0.77461 -0.25114 0.033 -0.077 0.059
H 4.02071 -0.37910 -1.96677 0.056 -0.070 -0.103
H 3.16072 1.89225 -1.39278 -0.049 -0.061 0.139
H 3.30100 1.51723 0.33829 -0.027 -0.042 -0.204
H 0.80240 -1.60145 0.65566 -0.034 -0.043 -0.020
H -0.93663 -1.83085 0.81346 -0.007 -0.010 -0.058
H 0.52161 0.16068 2.61036 -0.070 -0.058 0.045
H -1.03682 -0.64086 2.87325 0.135 0.075 -0.051
H 1.57880 -3.83358 4.26158 -0.089 -0.082 0.048
H 3.98805 -4.37671 4.38646 0.012 -0.078 0.045
H 5.64729 -2.85292 3.36484 0.088 -0.017 0.007
H 4.87778 -0.80064 2.23570 0.046 0.054 -0.040
H 2.50557 -0.26869 2.09875 -0.077 0.128 -0.058
H 0.23816 -0.91947 -1.77525 -0.030 -0.066 0.024
H -1.48140 -1.06208 -1.37615 -0.023 -0.034 0.013
H -1.15416 0.41795 -3.31941 0.063 0.045 0.011
H -0.08874 1.47371 -2.36428 -0.045 0.011 -0.081
H -2.06654 2.55585 -3.65295 0.056 0.031 0.029
H -2.82949 3.40488 -2.30228 0.049 -0.031 -0.030
H -4.64492 2.72262 -3.72394 0.089 -0.066 -0.002
H -4.26669 1.05898 -1.51971 0.076 -0.050 -0.064
H -3.46101 -0.09855 -3.64550 0.074 0.106 -0.049
H -3.47136 0.97013 -5.07857 0.065 0.015 0.036
H -5.84100 0.35682 -3.74355 0.084 -0.061 -0.065
H -2.77063 2.58299 -0.18302 0.072 0.037 -0.035
H -1.03738 2.75572 -0.54004 -0.084 0.032 -0.011
H -1.35137 1.40307 1.45764 -0.043 -0.031 0.062
H -2.42927 0.28341 0.60170 -0.051 -0.063 0.016
```
Positions in Å, forces in eV/Å.

SMILES ... CCOC(=O)C1(CCOc2ccccc2)CCN(C[C@H](O)CO)CC1
E_tot ... -31901.39082 eV
Energy relative to the best compared isomer or geometry (same formula, charge and spin) ... 17.35 kJ/mol
Frontier orbital gap ... 9.27 eV
Total charge ... 0
HOMO ... -8.5799 eV

The following is a quantum chemistry calculation of C35H42N4RbSi2 as an isolated structure, from the OMol25 dataset.

XYZ file:
```
84
Properties=species:S:1:pos:R:3:forces:R:3
Rb -0.13246 -0.18654 -0.49502 0.389 0.517 0.212
C -2.43184 -4.33734 -3.65763 0.035 -0.003 0.006
C -3.67012 -3.83533 -3.29402 -0.053 0.006 -0.013
C -3.80915 -2.77561 -2.40900 -0.023 -0.028 -0.043
C -2.69155 -2.12912 -1.81112 0.070 -0.050 -0.061
C -1.43013 -2.68685 -2.20397 -0.157 0.096 0.095
C -1.31022 -3.73695 -3.08342 0.025 -0.009 -0.052
N -2.66618 -1.07946 -0.95953 -0.314 -0.174 0.034
N -4.79614 -1.39968 0.42685 -0.045 0.093 -0.038
C -3.57508 0.80543 0.29087 -0.136 -0.082 0.008
C -4.39159 1.20470 1.35920 0.031 0.064 0.000
C -4.20219 2.44196 1.93974 -0.004 -0.005 0.002
C -3.20973 3.27737 1.44312 0.046 0.006 -0.041
C -2.44410 2.80134 0.39456 -0.035 0.029 0.043
N -2.60485 1.60415 -0.16680 0.063 -0.126 -0.035
H -2.33809 -5.16356 -4.34990 0.001 -0.004 0.000
H -4.57229 -4.27926 -3.70606 0.011 -0.007 -0.004
H -4.81585 -2.47953 -2.16550 -0.013 0.049 0.022
H -0.51989 -2.27838 -1.78031 -0.077 -0.226 -0.131
H -0.31533 -4.09668 -3.32343 -0.010 -0.011 -0.012
H -5.14973 0.53048 1.72803 -0.010 0.000 0.000
H -4.82051 2.75200 2.77366 0.005 0.006 0.002
H -3.02179 4.25968 1.85520 -0.022 -0.004 0.022
H -1.64997 3.41508 -0.02187 0.000 0.004 0.002
C 2.62837 -1.23344 -1.10472 0.218 -0.052 -0.107
Si 3.79332 -0.46367 -0.00876 0.041 -0.201 0.120
C 3.53384 1.43464 0.06760 -0.043 0.029 -0.051
N 2.16597 1.84683 0.40971 -0.075 -0.018 -0.036
C 1.83463 1.69134 1.83318 0.017 -0.002 0.068
C 1.55825 3.02244 2.53737 -0.059 -0.022 0.045
C 2.61150 4.04432 2.12410 0.043 0.024 0.024
C 2.53512 4.31471 0.61031 0.021 0.033 -0.015
C 1.80737 3.16282 -0.09396 -0.043 -0.019 -0.041
C 3.61598 -1.13793 1.76864 0.029 0.036 -0.012
C 2.57483 -2.00404 2.09962 -0.037 0.000 -0.041
C 2.38096 -2.44633 3.40307 -0.029 -0.020 0.004
C 3.23092 -2.02198 4.41360 0.010 -0.001 0.025
C 4.28318 -1.16688 4.10869 0.000 -0.003 0.006
C 4.47055 -0.74084 2.80158 0.021 0.015 -0.013
C 5.69888 -0.58685 -0.26656 -0.044 0.167 0.009
C 6.39687 0.34403 -1.04058 0.021 0.044 -0.053
C 7.76204 0.23721 -1.27513 0.015 -0.025 0.012
C 8.47743 -0.82280 -0.73627 -0.004 0.008 -0.001
C 7.80969 -1.76800 0.03128 0.007 0.011 -0.015
C 6.44601 -1.64363 0.25897 0.004 -0.091 0.021
H 2.69765 -2.32362 -1.16477 -0.025 -0.015 0.008
H 2.64525 -0.81041 -2.11709 -0.049 -0.013 -0.003
H 3.72806 1.78991 -0.95157 0.001 -0.005 -0.011
H 4.29082 1.92471 0.70604 0.003 -0.007 0.015
H 2.67523 1.20995 2.33472 0.005 0.007 -0.005
H 0.98425 1.00763 1.97346 -0.016 0.059 -0.013
H 1.56845 2.85888 3.61750 0.023 -0.001 -0.007
H 0.55739 3.39499 2.29559 0.007 0.001 -0.023
H 3.59638 3.64054 2.37728 -0.005 -0.011 -0.003
H 2.50263 4.97187 2.69014 -0.011 -0.001 -0.004
H 3.53994 4.42915 0.19813 -0.001 -0.012 0.001
H 2.00774 5.25185 0.40780 -0.018 -0.012 0.002
H 1.99496 3.18335 -1.16992 0.030 0.014 0.014
H 0.72541 3.28978 0.02432 0.007 0.011 0.019
H 1.90458 -2.32710 1.30913 0.000 -0.013 0.005
H 1.56236 -3.11972 3.62953 0.003 -0.001 0.004
H 3.07876 -2.35809 5.43247 0.000 0.000 0.000
H 4.95785 -0.83523 4.88978 -0.003 -0.004 0.005
H 5.30421 -0.08179 2.57612 -0.001 0.003 0.005
H 5.86800 1.18035 -1.48682 -0.024 0.001 0.020
H 8.26657 0.98274 -1.87932 0.008 -0.004 -0.001
H 9.54281 -0.91169 -0.91281 -0.001 -0.004 -0.002
H 8.35254 -2.60440 0.45669 0.010 0.002 -0.003
H 5.95157 -2.39485 0.86683 -0.020 0.017 0.002
C -6.22989 -0.06542 -3.36629 -0.043 -0.026 0.060
Si -6.76628 -0.61702 -1.66447 0.187 -0.064 0.036
C -7.70253 -2.23576 -1.69957 -0.058 0.067 -0.067
C -7.75356 0.74109 -0.83548 -0.054 -0.036 0.000
C -5.21844 -0.84587 -0.62463 -0.198 0.015 -0.086
C -3.79807 -0.53039 -0.37039 0.324 0.008 0.038
H -7.09063 0.07931 -4.02356 0.004 -0.002 -0.009
H -5.55988 -0.79618 -3.82111 0.006 -0.031 -0.005
H -5.68766 0.88002 -3.29941 -0.001 0.008 0.010
H -8.67242 -2.12211 -2.19052 0.004 -0.019 -0.005
H -7.87153 -2.61416 -0.69040 0.016 0.022 0.027
H -7.12827 -2.98659 -2.24503 -0.013 -0.020 -0.003
H -8.66434 0.95560 -1.39974 -0.009 0.014 0.003
H -7.16638 1.65913 -0.77723 0.021 0.012 0.003
H -8.04043 0.45972 0.17924 0.002 -0.011 0.010
```
Positions in Å, forces in eV/Å.

E_tot ... -59348.09683 eV
Energy relative to the best compared isomer or geometry (same formula, charge and spin) ... 53.42 kJ/mol
Frontier orbital gap ... 5.47 eV
Total charge ... -1
HOMO ... -3.3892 eV

The following is a quantum chemistry calculation of a 2-piece molecular cluster, C10H16 overall, from the OMol25 dataset.

XYZ file:
```
26
Properties=species:S:1:pos:R:3:forces:R:3
C -1.72932 -2.30482 -1.34868 -0.002 -0.173 -0.277
C -1.85977 -0.85603 -0.97665 -0.141 -0.330 0.383
C -1.21265 0.12580 -1.70288 -0.334 0.421 -0.229
C -1.52343 1.46722 -1.49677 0.258 0.191 0.329
C -2.32303 1.84338 -0.43098 0.004 -0.489 0.558
C -2.84472 0.85457 0.40593 -0.197 0.495 -0.273
C -2.67850 -0.47967 0.08824 -0.008 -0.293 0.084
H -1.81592 -2.99137 -0.50736 0.130 0.147 0.143
H -0.79398 -2.49305 -1.87420 0.086 -0.050 0.083
H -2.52654 -2.58759 -2.03978 -0.050 0.070 -0.055
H -0.49884 -0.15469 -2.46094 0.004 -0.032 -0.260
H -1.10051 2.24090 -2.11563 0.214 0.022 -0.193
H -2.50694 2.87438 -0.15385 0.078 0.048 -0.341
H -3.40965 1.18949 1.26709 -0.111 -0.297 0.035
H -3.17218 -1.26982 0.65505 0.115 0.270 0.036
C 2.50493 1.32142 1.83748 0.592 0.176 -0.339
C 2.26201 -0.11438 1.37834 -0.081 -0.873 0.205
C 3.28338 -0.57392 0.34313 -0.095 -0.515 -0.020
H 3.17426 1.83274 1.13350 -0.352 -0.046 -0.256
H 3.08767 1.40982 2.75937 -0.518 -0.210 0.226
H 1.57471 1.88331 1.86946 0.071 0.130 0.359
H 2.24661 -0.84264 2.20522 0.253 0.417 0.066
H 1.25807 -0.24724 0.96745 0.004 0.351 -0.214
H 4.30896 -0.50279 0.72342 -0.134 0.257 -0.179
H 3.14764 -1.62015 0.04714 -0.123 0.040 0.194
H 3.14777 -0.00486 -0.57311 0.338 0.275 -0.065
```
Positions in Å, forces in eV/Å.

SMILES ... Cc1ccccc1.CCC
E_tot ... -10629.36551 eV
Energy relative to the best compared isomer or geometry (same formula, charge and spin) ... 36.48 kJ/mol
Frontier orbital gap ... 10.00 eV
Total charge ... 0
HOMO ... -9.0509 eV

The following is a quantum chemistry calculation of an isolated ion of composition CHCl3NO and charge -1, from the OMol25 dataset.

XYZ file:
```
7
Properties=species:S:1:pos:R:3:forces:R:3
O -0.70331 -0.18316 -1.87079 -0.933 -0.294 1.740
N -0.82615 -0.71521 -0.66244 1.419 0.772 0.983
C 0.45047 0.03188 0.38819 -1.318 0.711 -1.650
Cl 1.88841 -0.13764 -0.60453 0.138 0.408 0.206
Cl 0.05093 1.88738 0.77531 0.337 -0.612 -0.759
Cl 0.70761 -0.57446 1.97341 0.034 -1.125 0.946
H -1.56796 -0.30879 0.00086 0.323 0.140 -1.465
```
Positions in Å, forces in eV/Å.

SMILES ... [O-]NC(Cl)(Cl)Cl
E_tot ... -42155.82881 eV
Energy relative to the best compared isomer or geometry (same formula, charge and spin) ... 141.88 kJ/mol
Frontier orbital gap (alpha / beta) ... 6.18 / 6.18 eV
Total charge ... -1
HOMO (alpha / beta) ... -2.7412 / -2.7404 eV

The following is a quantum chemistry calculation of a 3-piece molecular cluster, C4H15N2O2 overall, from the OMol25 dataset.

XYZ file:
```
23
Properties=species:S:1:pos:R:3:forces:R:3
C -0.11167 -0.45213 -0.24749 3.297 -1.451 1.611
C 0.86251 -0.15326 0.90161 -2.557 3.498 1.689
C 1.41147 1.30185 0.89414 -0.967 0.488 3.992
C 2.39742 2.54252 -0.95655 -1.557 0.217 2.894
N 1.57968 1.68825 -0.42085 3.483 1.072 -3.429
N 0.53236 -0.41932 -1.65751 -3.784 -3.026 -0.490
H -0.91124 0.15422 -0.21419 -2.685 2.322 -0.397
H -0.44007 -1.42356 0.09498 -0.318 -0.622 -1.450
H 0.32295 -0.15129 1.95337 0.680 -0.870 -2.261
H 1.59202 -0.87131 0.89183 2.122 -1.675 0.207
H 0.67607 2.00755 1.42167 0.446 -1.002 -0.780
H 2.25802 1.32706 1.68910 -0.565 0.265 -1.894
H 2.77411 3.47926 -0.41003 0.039 -1.577 -0.636
H 2.66388 2.37020 -1.97749 -0.168 0.549 -0.765
H -0.22378 -0.13467 -2.36606 1.240 -0.974 1.203
H 1.25771 0.20251 -1.82498 1.866 2.009 0.726
H 0.88226 -1.37900 -1.86236 -0.558 0.723 -0.178
H -2.95244 -0.10344 1.93703 0.223 0.935 0.125
H -3.59657 -1.43878 1.90792 1.493 0.623 -0.857
O -2.83827 -0.92770 1.47771 -1.919 -1.234 1.352
H -3.06233 -2.90962 -0.99724 -1.721 -0.700 -1.175
H -2.70603 -2.08270 0.22397 -0.599 0.938 0.799
O -2.36806 -2.62663 -0.45857 2.507 -0.509 -0.288
```
Positions in Å, forces in eV/Å.

E_tot ... -11457.88298 eV
Energy relative to the best compared isomer or geometry (same formula, charge and spin) ... 325.60 kJ/mol
Frontier orbital gap ... 10.07 eV
Total charge ... +1
HOMO ... -13.0797 eV